w) Below is a 2-piece molecular cluster, C2H2Br2O overall, with properties calculated with ωB97M-V/def2-TZVPD.

Structure (ORCA input):
```
! wB97M-V def2-TZVPD RIJCOSX def2/J DEFGRID3
* xyz 0 1
O -1.424 1.015 1.243
C -0.977 0.063 0.781
C -0.537 -0.931 0.136
Br -1.993 -2.294 -0.235
H 0.444 -1.201 -0.369
Br 1.993 1.540 -1.444
H 2.494 1.808 -0.113
*
```

Output
SMILES	O=C=CBr.Br
HOMO	-9.34	eV

Atom charges from the natural (NBO) analysis, given in e for atoms 1 to 4:
1 O -0.419
2 C 0.659
3 C -0.576
4 Br 0.036



x) Below is a 2-piece molecular cluster, C2H2Br2O overall, with properties calculated with ωB97M-V/def2-TZVPD.

Structure (ORCA input):
```
! wB97M-V def2-TZVPD RIJCOSX def2/J DEFGRID3
* xyz 0 1
O 0.676 -0.232 -1.732
C 0.504 0.545 -0.889
C 0.259 1.415 0.035
Br -1.239 2.583 -0.225
H 0.816 1.565 0.938
Br -2.712 -1.100 -0.106
H -1.558 -1.588 -0.749
*
```

Output
SMILES	O=C=CBr.Br
HOMO	-9.27	eV

Atom charges from the natural (NBO) analysis, given in e for atoms 1 to 4:
1 O -0.436
2 C 0.690
3 C -0.620
4 Br 0.093



The most stable arrangement is x), and the next structure is 8.6 kcal/mol less stable.



w) Below is a 2-piece molecular cluster, C4H12NO2 overall, with properties calculated with ωB97M-V/def2-TZVPD.

Structure (ORCA input):
```
! wB97M-V def2-TZVPD RIJCOSX def2/J DEFGRID3
* xyz -2 2
C 1.889 1.377 0.102
C 0.793 0.585 0.815
N -0.385 0.425 -0.092
C -0.397 -0.933 -0.683
C -0.568 -0.852 -2.258
O -1.499 -0.080 -2.860
H 2.840 1.326 0.635
H 2.000 0.869 -0.865
H 1.699 2.412 -0.187
H 0.532 0.966 1.807
H 1.040 -0.452 1.037
H -0.356 0.957 -0.955
H 0.614 -1.390 -0.692
H -1.010 -1.657 -0.137
H -0.739 -1.944 -2.520
H 0.444 -0.541 -2.604
H -2.996 -0.134 2.836
H -1.515 -0.499 3.097
O -2.386 -0.438 3.523
*
```

Output
HOMO (spin up / spin down)	3.93 / 0.07	eV

Atom charges from the natural (NBO) analysis, given in e for atoms 1 to 4:
1 C -0.675
2 C -0.555
3 N -0.664
4 C -0.268



x) Below is a 2-piece molecular cluster, C4H12NO2 overall, with properties calculated with ωB97M-V/def2-TZVPD.

Structure (ORCA input):
```
! wB97M-V def2-TZVPD RIJCOSX def2/J DEFGRID3
* xyz -2 2
C 0.067 0.671 0.050
N -0.955 -0.153 0.708
C -1.312 -1.293 -0.265
O -0.288 -2.018 -0.697
C 0.515 1.946 0.865
C 1.957 2.359 0.485
H 0.989 0.152 -0.177
H -0.380 1.074 -0.853
H -0.419 -0.708 1.378
H -2.050 -1.882 0.316
H -1.857 -0.710 -1.039
H 0.361 1.672 1.910
H -0.115 2.784 0.564
H 2.574 2.404 1.389
H 2.374 1.808 -0.329
H 1.990 3.413 0.164
H -1.135 -4.510 -1.132
H -0.913 -3.063 -1.479
O -1.404 -3.943 -1.857
*
```

Output
HOMO (spin up / spin down)	4.02 / -1.25	eV

Atom charges from the natural (NBO) analysis, given in e for atoms 1 to 4:
1 C -0.226
2 N -0.676
3 C 0.136
4 O -0.915



The most stable arrangement is x), and the next structure is 27.9 kcal/mol less stable.